[1]
Molecular formula: C4H11NO2
Method: DFT, the ωB97M-V functional and the def2-TZVPD basis

Each line ends with the Mulliken charge.
Geometry (Å):
C 1.22985 1.50768 0.29332  -1.223
C -0.13941 1.60029 0.87656  0.973
C -0.94230 2.67961 0.62622  -0.711
C -0.33678 -0.61863 1.58012  0.033
N -0.61503 0.61468 1.72035  -0.287
H 1.22067 1.11627 -0.72698  0.364
H 1.83218 0.75359 0.80802  0.407
H 1.77133 2.44896 0.38852  0.381
H -1.87302 2.96054 1.09178  0.350
H -0.59150 3.34953 -0.15550  0.299
H -0.82291 -1.27883 2.30490  0.335
H 0.20879 -1.12693 0.79564  0.013
H -0.33940 -3.37358 -0.98832  0.350
H 0.75845 -2.62008 -0.21942  0.335
O 0.10849 -3.29815 -0.14527  -0.625
H -0.35981 -2.03528 -3.38593  0.308
H -0.76516 -0.91297 -2.41217  0.301
O -0.34443 -1.76673 -2.45185  -0.602

Forces on atoms 1 to 6 (eV/Å):
C 0.80 -0.46 0.87
C 0.21 -1.46 1.07
C -0.18 1.17 -1.00
C -1.36 -0.55 1.36
N 0.73 0.67 -1.76
H -0.37 0.49 -0.28

HOMO level (alpha / beta): -14.427 / -14.418 eV
ΔE to the lowest compared entry with this formula, charge and spin: 1.721 eV
HOMO-LUMO gap (alpha / beta): 0.338 / 0.225 Eh
Total charge: +1
<S²>: 0.766
2S+1: 2

---

[2]
Molecular formula: C50H41N2P2SeSiTi
Method: DFT, the ωB97M-V functional and the def2-TZVPD basis

Each line ends with the Mulliken charge.
Geometry (Å):
Ti -1.22180 -0.88239 -0.19181  -1.928
C -0.37598 -4.47747 0.94632  -1.470
Si 0.23511 -2.69759 0.90248  2.498
C 1.90423 -2.73265 -0.01011  0.488
C 2.92857 -3.54474 0.48740  -0.629
C 4.17503 -3.58790 -0.11376  -0.920
C 4.42362 -2.82334 -1.24839  -0.920
C 3.42422 -2.01830 -1.76644  -0.776
C 2.17508 -1.96676 -1.14734  0.518
P 0.84918 -0.89760 -1.79416  2.431
C 1.55536 0.66207 -2.38930  0.917
C 1.25105 1.83135 -1.69986  0.566
C 1.78535 3.04838 -2.09838  -1.077
C 2.61830 3.10544 -3.20347  -1.023
C 2.90443 1.94859 -3.92072  -0.949
C 2.37267 0.73488 -3.52092  -0.062
C 0.22749 -1.74560 -3.27804  1.051
C -0.15040 -1.04036 -4.42119  -0.433
C -0.76669 -1.69997 -5.47696  -0.862
C -1.00713 -3.06390 -5.39883  -0.775
C -0.62027 -3.77267 -4.26866  -0.618
C -0.00600 -3.11922 -3.21301  -0.890
C 0.60490 -2.18741 2.69552  0.252
C 0.91362 -3.13584 3.67691  -0.603
C 1.32523 -2.75154 4.94216  -0.887
C 1.45795 -1.40318 5.25523  -0.906
C 1.14569 -0.44546 4.30727  -0.240
C 0.69155 -0.83658 3.04648  -0.318
P 0.29065 0.40849 1.78805  2.321
C -0.74348 1.67640 2.58194  0.786
C -1.42323 1.43742 3.77390  -1.000
C -2.24879 2.41120 4.31789  -0.835
C -2.40275 3.63323 3.68200  -0.965
C -1.75323 3.86841 2.47902  -0.948
C -0.94369 2.89108 1.92336  -0.409
C 1.90212 1.22778 1.51338  0.382
C 2.94298 0.42539 1.04444  -0.586
C 4.18271 0.97227 0.75612  -0.553
C 4.40464 2.32949 0.94265  -0.773
C 3.38873 3.12650 1.44632  -0.736
C 2.14366 2.58207 1.73324  -0.726
H 0.37235 -5.13312 1.40124  0.407
H -1.30162 -4.57741 1.51891  0.372
H -0.57036 -4.85302 -0.06041  0.430
H 2.75538 -4.14294 1.37712  0.343
H 4.95544 -4.21516 0.29962  0.449
H 5.39405 -2.85664 -1.72779  0.461
H 3.62863 -1.42376 -2.64653  0.315
H 0.58513 1.79766 -0.84798  -0.705
H 1.54378 3.94760 -1.54448  0.598
H 3.03724 4.05290 -3.51825  0.453
H 3.53793 1.99676 -4.79688  0.471
H 2.57550 -0.15407 -4.10659  0.470
H 0.05649 0.02089 -4.49892  0.388
H -1.04982 -1.14819 -6.36447  0.478
H -1.48796 -3.57681 -6.22182  0.412
H -0.80076 -4.83839 -4.20620  0.485
H 0.28749 -3.67920 -2.33226  0.172
H 0.83541 -4.19280 3.44844  0.396
H 1.55784 -3.50305 5.68633  0.455
H 1.80191 -1.10304 6.23666  0.438
H 1.24624 0.60669 4.54617  0.537
H -1.32089 0.48737 4.27960  0.454
H -2.77323 2.20920 5.24373  0.446
H -3.03622 4.39668 4.11620  0.426
H -1.87919 4.81508 1.96724  0.539
H -0.47597 3.07968 0.96248  0.407
H 2.79670 -0.63666 0.91948  0.451
H 4.97603 0.33101 0.39193  0.508
H 5.37192 2.76014 0.71465  0.410
H 3.56204 4.18001 1.62772  0.477
H 1.37798 3.22228 2.14473  0.547
N -2.26683 0.05298 -1.93562  -0.423
C -2.37613 1.48452 -1.79054  1.175
C -1.87829 2.29791 -2.79993  -0.685
C -1.95661 3.67579 -2.69142  -0.572
C -2.55399 4.24084 -1.57495  -1.289
C -3.04928 3.42589 -0.57138  -0.394
C -2.96317 2.03395 -0.64073  0.060
C -3.44861 1.18770 0.48085  0.211
C -4.57411 1.55097 1.21822  -0.278
C -4.99876 0.76854 2.28351  -0.985
C -4.32115 -0.39375 2.62117  -0.996
C -3.20778 -0.76938 1.88117  -0.563
C -2.75419 0.02180 0.82766  0.984
H -1.93347 -0.20897 -2.85842  0.057
H -3.16695 -0.39798 -1.79386  0.548
H -1.43542 1.84692 -3.68056  0.301
H -1.56271 4.30314 -3.48130  0.468
H -2.63086 5.31698 -1.48421  0.430
H -3.49157 3.87128 0.31116  0.563
H -5.13975 2.43469 0.94899  0.553
H -5.87808 1.06227 2.84393  0.407
H -4.66761 -1.00938 3.44146  0.498
H -2.69800 -1.69592 2.14654  0.389
Se -4.16333 -4.55658 -1.10852  -0.056
C -2.92727 -3.36112 -0.90561  0.302
N -2.07618 -2.54271 -0.77801  -0.586

Forces on atoms 1 to 6 (eV/Å):
Ti -0.14 0.02 0.25
C 0.02 0.08 0.00
Si 0.17 -0.10 -0.01
C -0.01 -0.08 0.10
C 0.01 -0.04 0.03
C 0.03 0.00 -0.01

HOMO level: -10.161 eV
ΔE to the lowest compared entry with this formula, charge and spin: 0.000 eV
HOMO-LUMO gap: 0.253 Eh
Total charge: +1
2S+1: 1

---

[3]
Molecular formula: C32H66BN3O18
Method: DFT, the ωB97M-V functional and the def2-TZVPD basis

Each line ends with the Mulliken charge.
Geometry (Å):
C 4.92077 -4.08755 0.21710  -0.679
O 5.03768 -2.94595 -0.63194  -0.557
B 5.31800 -1.80408 0.11355  0.745
O 6.62818 -1.38199 0.17838  -0.531
C 4.12080 -1.02450 0.83251  -0.624
C 4.62211 0.33113 1.36357  -1.236
C 3.52465 1.35433 1.70853  -0.312
C 3.37098 2.48755 0.70016  -1.490
O 2.18234 2.44843 -0.11191  -0.229
C 0.99329 2.54685 0.48576  0.968
C 0.85820 3.18835 1.83914  -1.233
O -0.01456 2.18205 -0.11357  -0.603
O 3.06830 -0.76054 -0.08997  1.429
C 2.28351 -1.88719 -0.43842  0.666
C 2.00563 -1.78004 -1.94440  -1.774
O 1.83093 -0.41604 -2.22709  0.258
C 1.30575 -0.12917 -3.47552  -0.732
O 2.28672 -0.17493 -4.48630  -0.538
C 3.56584 0.14457 -3.97992  -0.153
C 3.66762 1.52730 -3.33995  -0.407
O 4.15013 1.44556 -2.00351  -0.456
C 0.98806 -1.86931 0.37538  -1.057
N 1.38550 -2.10036 1.79047  -0.497
N 0.02493 -2.88827 -0.04684  -0.026
C -1.14931 -2.31831 -0.74530  -0.796
C -2.42087 -2.36496 0.12593  -0.745
C -2.68590 -1.03600 0.84737  0.012
C -4.15769 -0.64476 0.80580  -1.528
N -4.56778 -0.47571 -0.59903  0.200
C -4.07667 0.80586 -1.16632  -1.007
C -5.99760 -0.54600 -0.72342  0.446
C -6.86464 0.32324 0.17254  -0.925
O -6.52615 -1.27670 -1.55707  -0.621
H 5.81632 -4.20491 0.82262  0.261
H 4.82380 -4.96948 -0.39586  0.258
H 4.05846 -4.00446 0.87296  0.216
H 7.09680 -1.76790 0.91851  0.280
H 3.76288 -1.61739 1.67482  0.168
H 5.29099 0.17735 2.19915  0.534
H 5.23197 0.75947 0.57459  0.412
H 3.83456 1.82251 2.63877  0.373
H 2.58484 0.85663 1.91792  0.444
H 4.18926 2.46789 -0.00296  0.728
H 3.42756 3.45718 1.17793  0.435
H 0.28997 2.53911 2.48848  0.255
H 0.27366 4.08748 1.70116  0.389
H 1.78176 3.44496 2.33356  0.346
H 2.79448 -2.82012 -0.21853  -0.052
H 1.12595 -2.33849 -2.24405  0.665
H 2.86705 -2.19502 -2.46602  0.414
H 0.88647 0.86948 -3.40294  0.418
H 0.50048 -0.80682 -3.74527  0.296
H 4.23895 0.09810 -4.82698  0.433
H 3.92351 -0.60011 -3.28086  -0.036
H 4.37171 2.14988 -3.87333  0.341
H 2.70097 2.01996 -3.32957  0.238
H 3.69953 0.70001 -1.59338  -0.032
H 0.55165 -0.88439 0.35400  0.255
H 1.77309 -3.03757 1.82022  0.236
H 0.51777 -2.18284 2.30571  0.382
H 0.46970 -3.55376 -0.66240  0.469
H -0.95028 -1.29729 -1.04735  0.281
H -1.35111 -2.87902 -1.65386  0.598
H -2.24065 -3.11182 0.88623  0.310
H -3.27600 -2.67681 -0.45616  0.493
H -2.12209 -0.22853 0.40174  -0.146
H -2.36539 -1.10714 1.88161  0.485
H -4.32085 0.26892 1.37566  0.414
H -4.73293 -1.47082 1.21248  0.450
H -3.53166 0.61328 -2.07790  0.216
H -3.44487 1.30883 -0.44696  0.399
H -4.91315 1.46347 -1.38591  0.381
H -7.42225 0.98062 -0.48079  0.271
H -6.31259 0.94588 0.86114  0.371
H -7.53457 -0.32454 0.71731  0.314
C -12.35767 5.60979 -2.28572  -1.090
C -10.95223 5.46345 -1.74402  -0.193
O -10.62532 4.09270 -1.47380  -0.355
C -10.30394 3.36512 -2.54085  0.783
O -10.23150 3.76036 -3.67294  -0.554
O -10.04975 2.12472 -2.13048  -0.338
C -9.72973 1.20851 -3.18191  -0.688
H -13.07496 5.13855 -1.61300  0.293
H -12.61383 6.66379 -2.39038  0.352
H -12.45206 5.13466 -3.26090  0.311
H -10.86097 5.97139 -0.78612  0.289
H -10.21501 5.89253 -2.42147  0.315
H -8.91966 1.58851 -3.79946  0.319
H -10.60649 1.01422 -3.79690  0.346
H -9.41121 0.28564 -2.70594  0.209
C 9.70137 4.52728 0.48221  -1.174
C 8.39653 3.87683 0.07668  -0.195
O 7.39857 4.00155 1.10212  -0.326
C 6.79905 5.18444 1.17419  0.784
O 6.99462 6.13079 0.46145  -0.558
O 5.90980 5.12993 2.16759  -0.302
C 5.21010 6.35424 2.39882  -0.747
H 10.04156 4.13252 1.44028  0.294
H 10.46699 4.33504 -0.26884  0.368
H 9.58590 5.60512 0.58712  0.321
H 8.53102 2.80600 -0.05886  0.312
H 8.01674 4.28525 -0.85860  0.337
H 4.76246 6.72766 1.48084  0.320
H 5.88305 7.10107 2.81618  0.351
H 4.42908 6.12916 3.11942  0.223
C 0.15853 -6.98296 5.21276  -1.063
C -0.33221 -8.09406 4.30972  -0.181
O -1.26550 -7.61292 3.33310  -0.398
C -0.72549 -6.98713 2.28992  0.790
O 0.45107 -6.82913 2.09132  -0.575
O -1.70995 -6.58349 1.49579  -0.410
C -1.26833 -5.84790 0.34814  -0.258
H -0.68512 -6.46275 5.66752  0.291
H 0.78850 -7.38945 6.00369  0.353
H 0.73906 -6.25164 4.65220  0.289
H -0.88104 -8.83555 4.88654  0.298
H 0.49398 -8.60158 3.81332  0.303
H -0.52285 -6.41108 -0.21147  0.342
H -0.86623 -4.88318 0.65006  -0.038
H -2.14139 -5.69261 -0.28044  0.319

Forces on atoms 1 to 6 (eV/Å):
C 0.17 0.18 -0.30
O 0.07 -0.10 0.32
B -0.26 -0.09 -0.41
O -0.19 0.03 0.17
C 1.14 0.48 0.29
C -0.61 -0.05 -0.87

HOMO level: -8.980 eV
HOMO-LUMO gap: 0.340 Eh
SMILES: COB(O)[C@@H](CCCOC(C)=O)O[C@H](COCOCCO)[C@H](N)NCCCCN(C)C(C)=O.CCOC(=O)OC.CCOC(=O)OC.CCOC(=O)OC
2S+1: 1

---

[4]
Molecular formula: C2H4S2
Method: DFT, the ωB97M-V functional and the def2-TZVPD basis

Each line ends with the Mulliken charge.
Geometry (Å):
S 1.95821 0.25126 0.41880  -0.258
C 0.01166 0.25009 -0.30914  -0.137
C -0.95081 -0.62692 0.41709  -0.597
S -1.27873 1.14436 0.54595  -0.066
H 2.59288 1.08413 -0.58618  0.150
H -0.12698 0.41983 -1.42575  0.364
H -1.61272 -1.24431 -0.26791  0.216
H -0.59352 -1.27844 1.20712  0.329

Forces on atoms 1 to 6 (eV/Å):
S -1.79 1.12 -2.47
C 1.70 0.63 -0.54
C -0.34 -1.22 -2.03
S 0.16 -0.32 0.65
H -1.24 -1.23 1.45
H 0.87 -0.68 1.59

HOMO level: -9.009 eV
ΔE to the lowest compared entry with this formula, charge and spin: 1.369 eV
HOMO-LUMO gap: 0.351 Eh
SMILES: S[C@H]1CS1
2S+1: 1